Record 1
DFT (ωB97M-V/def2-TZVPD) results for the molecule C4H5FO at a distorted geometry.

Results
Highest occupied orbital energy ... -9.8 eV

Last column: natural (NBO) charge in e.
Positions of all 11 atoms, in Å:
C1 -1.72640 -0.51370 0.28477  0.407
C2 0.56499 0.51188 -0.37988  -0.464
C3 -0.50607 -0.55965 -0.51362  -0.357
C4 0.93682 -0.70314 0.34792  0.242
O1 -2.75455 -0.95231 -0.17989  -0.528
F1 1.77473 -1.64654 -0.07800  -0.316
H1 -1.50579 -0.21070 1.30132  0.100
H2 0.91226 0.57321 -1.48958  0.256
H3 0.25875 1.36585 0.18725  0.234
H4 -0.65814 -1.07209 -1.49270  0.245
H5 0.88608 -0.62654 1.44549  0.181


Record 2
DFT (ωB97M-V/def2-TZVPD) results for C7H18ClIO2PSSn as an isolated structure at a distorted geometry.

Results
Highest occupied orbital energy (spin up / spin down) ... -20.2 / -20.1 eV
Net charge ... +3

Last column: natural (NBO) charge in e.
Positions of all 32 atoms, in Å:
C1 0.08386 -4.27419 -2.39954  -0.664
I1 1.55738 -2.65301 -2.00079  0.506
H1 -0.96436 -4.14195 -2.11444  0.261
H2 0.47927 -5.18383 -1.93457  0.273
H3 0.14519 -4.41030 -3.49027  0.276
Sn1 -0.43661 -1.04759 -0.17203  1.040
P1 -0.17387 1.15492 -1.53371  0.962
C2 1.39532 1.52406 -2.33824  -0.981
C3 -1.30862 0.80691 -2.89722  -0.974
H4 -1.63177 2.67704 -0.31477  0.282
H5 -0.92087 3.44377 -1.78638  0.305
H6 0.06903 3.24053 -0.29880  0.270
C4 -0.71712 2.77935 -0.92179  -0.950
H7 -2.32528 0.66386 -2.51161  0.278
H8 -1.29966 1.67142 -3.57564  0.294
H9 1.21787 2.21968 -3.17193  0.310
H10 1.88193 0.63011 -2.74178  0.261
H11 -1.01002 -0.09269 -3.45038  0.263
H12 2.09165 2.00198 -1.63888  0.273
C5 1.84056 -0.24166 0.24401  0.455
O1 2.98405 -0.31479 0.19690  -0.341
Cl1 -2.22866 0.26736 0.97046  -0.416
C6 -0.40443 -1.32402 4.29862  -0.798
S1 0.28106 -0.40240 2.92785  1.374
C7 -0.14225 1.28527 3.44544  -0.784
O2 1.75964 -0.56813 2.98207  -0.552
H13 -1.36754 -0.87116 4.56108  0.296
H14 0.33391 -1.28177 5.11353  0.318
H15 -0.54372 -2.35364 3.94271  0.288
H16 0.58707 1.55762 4.22220  0.309
H17 -0.05686 1.94326 2.57050  0.270
H18 -1.17614 1.29400 3.81741  0.298


Record 3
DFT (ωB97M-V/def2-TZVPD) results for C9H24ClI2N2P2Rh as an isolated structure at a distorted geometry.

Results
Highest occupied orbital energy (spin up / spin down) ... -14.4 / -14.5 eV
Spin multiplicity ... 5
Net charge ... +2
⟨S²⟩ ... 6.037

Last column: natural (NBO) charge in e.
Positions of all 41 atoms, in Å:
I1 0.39768 1.88868 1.45970  0.577
I2 0.59524 -1.29990 1.84275  0.270
Rh1 -0.03590 -0.10056 -3.24079  0.236
P1 -1.70498 -0.03592 -1.94702  1.189
C1 -2.20076 -0.02176 -0.22262  -0.999
C2 -2.35605 1.42857 -2.87091  -0.974
H1 -3.34809 1.15126 -3.28074  0.276
H2 -3.37939 -1.36087 -3.13145  0.275
H3 -1.69209 1.79119 -3.70299  0.288
H4 -1.68136 -1.90492 -3.60349  0.272
H5 -1.66523 0.70635 0.39606  0.243
H6 -2.42261 2.26604 -2.14375  0.258
C3 -2.35337 -1.56963 -2.76270  -0.958
H7 -3.27465 0.16362 -0.06882  0.286
H8 -2.33300 -2.37114 -1.99126  0.258
H9 -1.95722 -0.95200 0.28969  0.262
P2 1.68813 -0.04027 -1.99659  1.183
C4 2.31536 -0.16630 -0.33805  -0.975
C5 2.32916 -1.57145 -2.77500  -0.956
H10 1.65650 1.82133 -3.65667  0.291
H11 3.30174 1.15777 -3.17704  0.271
H12 2.33981 2.25729 -2.05271  0.257
C6 2.30081 1.45591 -2.81927  -0.982
H13 1.66311 -1.89385 -3.62078  0.270
H14 3.34641 -1.28340 -3.09231  0.267
H15 3.36903 -0.04136 -0.00051  0.303
H16 2.00869 -1.14561 0.05265  0.225
H17 2.31375 -2.35426 -1.98322  0.251
H18 1.74909 0.58833 0.22478  0.196
Cl1 -0.03477 0.14319 -5.49255  -0.549
C7 1.11878 -0.51993 5.47876  -0.442
N1 -0.05099 -0.07438 4.74792  -0.213
C8 -1.15340 0.51858 5.40429  -0.430
C9 -0.12354 0.09523 3.41418  0.235
N2 -0.80110 1.08910 2.99371  -0.461
H19 1.12672 -0.04344 6.46108  0.258
H20 1.98645 -0.16581 4.94659  0.239
H21 1.21007 -1.61448 5.59634  0.267
H22 -1.22390 1.53997 5.07648  0.250
H23 -2.06876 0.00587 5.13156  0.248
H24 -0.95536 0.46298 6.45471  0.239


Record 4
DFT (ωB97M-V/def2-TZVPD) results for C33H31N2O2P2Re as an isolated structure at a distorted geometry.

Results
Highest occupied orbital energy (spin up / spin down) ... -10.8 / -11.0 eV
Spin multiplicity ... 2
Net charge ... +1
⟨S²⟩ ... 0.857

Last column: Löwdin charge in e.
Positions of all 71 atoms, in Å:
Re1 1.56914 0.09775 0.29346  1.207
C1 -2.03154 -2.08661 0.19565  -0.116
N1 -1.41264 -0.78945 -0.08114  -0.447
P1 -0.22961 -0.74928 -1.37696  0.961
C2 -1.20420 0.10298 -2.66321  -0.399
C3 -2.59572 0.08208 -2.65451  -0.108
C4 -3.29582 0.62981 -3.71259  -0.059
C5 -2.61525 1.21042 -4.77126  -0.061
C6 -1.22909 1.26239 -4.76091  -0.062
C7 -0.51829 0.69779 -3.71538  -0.087
C8 -0.11372 -2.37730 -2.19538  -0.329
C9 1.09695 -3.06041 -2.19357  -0.091
C10 1.23514 -4.23253 -2.91744  -0.054
C11 0.17929 -4.72035 -3.66854  -0.054
C12 -1.02327 -4.03181 -3.69031  -0.055
C13 -1.16996 -2.86555 -2.96432  -0.081
P2 -0.76821 0.12889 1.23801  0.927
C14 -1.82900 -0.29295 2.65538  -0.369
C15 -1.29596 -0.80800 3.82828  -0.076
C16 -2.13502 -1.08389 4.89589  -0.058
C17 -3.49310 -0.84146 4.78590  -0.053
C18 -4.02865 -0.34148 3.60822  -0.051
C19 -3.19795 -0.05075 2.54345  -0.096
C20 -1.21322 1.87417 0.95740  -0.366
C21 -1.23169 2.43796 -0.31325  -0.096
C22 -1.45172 3.79450 -0.46876  -0.059
C23 -1.61308 4.60232 0.64543  -0.064
C24 -1.53575 4.05362 1.91759  -0.065
C25 -1.33014 2.69542 2.07835  -0.092
H1 -2.58883 -2.40595 -0.68370  0.078
H2 -2.71850 -1.99624 1.03420  0.074
H3 -1.29754 -2.86443 0.42065  0.084
H4 -3.12302 -0.35189 -1.81788  0.102
H5 -4.37406 0.60067 -3.71143  0.111
H6 -3.16803 1.63010 -5.59920  0.111
H7 -0.70570 1.74509 -5.57208  0.110
H8 0.56584 0.71669 -3.69204  0.111
H9 1.93597 -2.67211 -1.63194  0.093
H10 2.18003 -4.75387 -2.91219  0.113
H11 0.28707 -5.62754 -4.24359  0.113
H12 -1.84693 -4.38521 -4.29172  0.112
H13 -2.10646 -2.32980 -3.01442  0.096
H14 -0.23126 -0.98310 3.89936  0.105
H15 -1.72962 -1.49095 5.80949  0.113
H16 -4.13832 -1.04646 5.62369  0.113
H17 -5.09191 -0.17992 3.52053  0.115
H18 -3.59883 0.35944 1.62732  0.121
H19 -1.08584 1.81615 -1.18285  0.054
H20 -1.49207 4.21954 -1.46161  0.112
H21 -1.79684 5.65920 0.52293  0.110
H22 -1.63824 4.68534 2.78578  0.110
H23 -1.25939 2.25897 3.06622  0.107
C26 2.77153 -2.65903 2.08232  0.016
C27 1.56991 -2.93460 1.18006  -0.656
O1 1.06351 -4.02467 1.06197  0.100
O2 1.12092 -1.88737 0.54622  -0.391
H24 3.50721 -3.45466 1.97915  0.093
H25 2.43202 -2.63134 3.11717  0.089
H26 3.21933 -1.68836 1.82383  0.055
N2 2.86178 1.28381 0.41369  -0.208
C28 3.97942 1.97552 0.66643  -0.388
C29 3.95326 3.30200 1.13930  -0.020
C30 5.13190 3.92540 1.49526  -0.074
C31 6.35039 3.27320 1.36940  -0.068
C32 6.38995 1.97469 0.87890  -0.076
C33 5.22614 1.32750 0.53017  -0.030
H27 3.00098 3.80503 1.23780  0.111
H28 5.09968 4.92734 1.89125  0.109
H29 7.26618 3.76677 1.65044  0.108
H30 7.33545 1.46533 0.78450  0.109
H31 5.22500 0.31144 0.16114  0.107


Record 5
DFT (ωB97M-V/def2-TZVPD) results for the molecule C5H7NO at a distorted geometry.

Results
Highest occupied orbital energy ... -8.2 eV

Last column: natural (NBO) charge in e.
Positions of all 14 atoms, in Å:
C1 1.51409 -0.81350 0.39377  -0.630
C2 -0.96445 0.14746 -0.31256  0.407
C3 0.34312 0.07409 0.37987  -0.103
N1 -1.51278 -0.84134 -1.13810  -0.823
C4 -0.44838 1.55822 0.80283  0.069
C5 0.25235 1.21590 -0.51662  -0.294
O1 -1.68898 0.81413 0.67774  -0.500
H1 -1.56037 -1.74559 -0.68009  0.374
H2 -2.44213 -0.58663 -1.45566  0.379
H3 -0.07297 1.87333 1.76705  0.226
H4 1.10576 1.46814 -1.11423  0.239
H5 2.40901 -0.27361 0.71346  0.223
H6 1.36046 -1.65062 1.08096  0.215
H7 1.70527 -1.23998 -0.59843  0.219


Copy entry 2 word for word.
DFT (ωB97M-V/def2-TZVPD) results for C7H18ClIO2PSSn as an isolated structure at a distorted geometry.

Results
Highest occupied orbital energy (spin up / spin down) ... -20.2 / -20.1 eV
Net charge ... +3

Last column: natural (NBO) charge in e.
Positions of all 32 atoms, in Å:
C1 0.08386 -4.27419 -2.39954  -0.664
I1 1.55738 -2.65301 -2.00079  0.506
H1 -0.96436 -4.14195 -2.11444  0.261
H2 0.47927 -5.18383 -1.93457  0.273
H3 0.14519 -4.41030 -3.49027  0.276
Sn1 -0.43661 -1.04759 -0.17203  1.040
P1 -0.17387 1.15492 -1.53371  0.962
C2 1.39532 1.52406 -2.33824  -0.981
C3 -1.30862 0.80691 -2.89722  -0.974
H4 -1.63177 2.67704 -0.31477  0.282
H5 -0.92087 3.44377 -1.78638  0.305
H6 0.06903 3.24053 -0.29880  0.270
C4 -0.71712 2.77935 -0.92179  -0.950
H7 -2.32528 0.66386 -2.51161  0.278
H8 -1.29966 1.67142 -3.57564  0.294
H9 1.21787 2.21968 -3.17193  0.310
H10 1.88193 0.63011 -2.74178  0.261
H11 -1.01002 -0.09269 -3.45038  0.263
H12 2.09165 2.00198 -1.63888  0.273
C5 1.84056 -0.24166 0.24401  0.455
O1 2.98405 -0.31479 0.19690  -0.341
Cl1 -2.22866 0.26736 0.97046  -0.416
C6 -0.40443 -1.32402 4.29862  -0.798
S1 0.28106 -0.40240 2.92785  1.374
C7 -0.14225 1.28527 3.44544  -0.784
O2 1.75964 -0.56813 2.98207  -0.552
H13 -1.36754 -0.87116 4.56108  0.296
H14 0.33391 -1.28177 5.11353  0.318
H15 -0.54372 -2.35364 3.94271  0.288
H16 0.58707 1.55762 4.22220  0.309
H17 -0.05686 1.94326 2.57050  0.270
H18 -1.17614 1.29400 3.81741  0.298